1.
The following is a DFT calculation (the ωB97M-V functional and the def2-TZVPD basis) of a cluster of 2 separate species, H6N4 in total in a non-equilibrium geometry.

Atoms and positions in Å:
N -1.723639 -0.537861 1.112342
N 1.414283 -1.063094 -0.669307
N 0.682960 0.999672 -1.007096
N 0.633634 -0.152768 -0.335690
H -1.679268 0.451274 1.332013
H -2.310338 -1.012908 1.772319
H -0.768626 -0.902454 1.277816
H 2.062349 -0.720168 -1.318900
H 1.578116 1.237984 -1.579128
H 0.110528 1.700323 -0.584369

Atomic forces in eV per Å
N 1.089 -0.439 0.017
N -1.622 -0.270 2.289
N 1.928 0.277 -1.134
N 0.554 -0.699 -0.680
H -0.176 -0.127 0.180
H -0.484 0.092 0.406
H -0.890 0.367 -0.387
H 1.611 0.628 -1.988
H -2.135 -0.372 1.367
H 0.126 0.544 -0.069

Calculated values
electronic energy: -222.5376 hartree
SMILES string: [H]/N=N\N.N
energy above the lowest of the compared OMol25 structures with the same formula, charge and spin: 0.0 kcal per mole

Atomic partial charges in e from the Löwdin method, atoms 1 to 6:
1. N -0.013
2. N 0.040
3. N 0.008
4. N -0.211
5. H -0.010
6. H -0.011

2.
The following is a DFT calculation (the ωB97M-V functional and the def2-TZVPD basis) of the molecule H6N4OS in a non-equilibrium geometry.

Atoms and positions in Å:
N 0.626055 1.382202 0.971637
N 1.262573 -1.365293 1.013528
N 0.082126 0.661589 -1.544650
N 0.119950 -1.127412 0.232950
O -1.732074 0.683022 0.220120
S -0.209037 0.611357 0.123832
H 1.040567 -1.383363 2.093762
H 1.786698 -0.517711 0.853679
H -0.710858 0.928071 -2.101861
H 0.566716 1.544491 -1.715770
H -0.561364 -1.819539 0.443380
H -2.271352 0.402586 -0.590607

Atomic forces in eV per Å
N 0.171 0.876 0.304
N -0.200 -0.502 2.431
N -0.069 1.474 -0.572
N 0.123 1.088 -0.258
O -4.066 -0.360 -1.465
S 3.063 -2.558 -0.301
H 0.369 0.452 -2.609
H 0.776 0.018 0.419
H -1.151 -0.698 -0.211
H 0.899 -0.203 0.618
H -1.068 -0.019 0.093
H 1.152 0.432 1.552

Calculated values
electronic energy: -695.8616 hartree
SMILES string: N#[S@](N)(O)NN
energy above the lowest of the compared OMol25 structures with the same formula, charge and spin: 16.4 kcal per mole

Atomic partial charges in e from the Löwdin method, atoms 1 to 6:
1. N -0.298
2. N -0.085
3. N -0.113
4. N -0.266
5. O -0.218
6. S 0.532

3.
The following is a DFT calculation (the ωB97M-V functional and the def2-TZVPD basis) of a cluster of 2 separate species, H6NO in total.

Atoms and positions in Å:
N 0.195722 -1.139076 0.125701
H -0.547707 -1.371596 0.797195
H 0.124620 -0.125938 -0.171578
H 1.091192 -1.184357 0.625253
H 0.277994 -1.792460 -0.664739
H -0.106609 2.234325 0.417740
H -0.770035 1.874440 -0.933767
O -0.265178 1.504665 -0.195802

Atomic forces in eV per Å
N 0.956 0.160 0.224
H 0.104 -0.055 -0.519
H -0.477 -0.155 0.052
H -0.144 -0.175 0.061
H -0.455 0.228 0.294
H 0.020 -0.098 -0.087
H 0.108 0.014 0.142
O -0.112 0.081 -0.167

Calculated values
charge: +1
electronic energy: -133.3469 hartree
energy above the lowest of the compared OMol25 structures with the same formula, charge and spin: 0.5 kcal per mole

Atomic partial charges in e from the Löwdin method, atoms 1 to 6:
1. N 0.289
2. H 0.162
3. H 0.086
4. H 0.156
5. H 0.162
6. H 0.089

4.
The following is a DFT calculation (the ωB97M-V functional and the def2-TZVPD basis) of a cluster of 2 separate species, H6NS2 in total in a non-equilibrium geometry.

Atoms and positions in Å:
N -0.032579 1.577288 0.409488
H 0.204776 2.506134 0.051550
H -0.048942 0.867797 -0.369194
H 0.583258 1.233258 1.145335
H -0.991965 1.544523 0.755147
S 1.189908 -1.409836 -0.184599
S -0.735660 -1.294347 -0.848476
H 1.290139 -2.690436 -0.596293
H -1.458934 -2.334381 -0.362958

Atomic forces in eV per Å
N -0.516 -0.798 -0.886
H 0.112 -0.096 0.255
H 0.143 0.629 0.574
H 0.257 0.223 0.013
H -0.104 0.308 0.178
S 0.015 -1.143 0.382
S -1.073 0.356 -1.075
H 0.646 0.272 -0.008
H 0.519 0.248 0.567

Calculated values
charge: +1
electronic energy: -854.4473 hartree
energy above the lowest of the compared OMol25 structures with the same formula, charge and spin: 11.8 kcal per mole

Atomic partial charges in e from the Löwdin method, atoms 1 to 6:
1. N 0.276
2. H 0.163
3. H 0.011
4. H 0.137
5. H 0.150
6. S 0.285

5.
The following is a DFT calculation (the ωB97M-V functional and the def2-TZVPD basis) of a structure of composition H6O15S3Zn in a non-equilibrium geometry.

Atoms and positions in Å:
Zn 0.732780 0.384234 0.516889
S -1.998219 -3.664155 2.432886
O -1.101112 -2.540901 2.191631
O -1.361764 -4.586717 3.272865
O -3.211666 -3.098218 3.071199
O -2.341944 -4.314395 1.219679
S -1.592001 -1.652516 -3.818034
O -1.818893 -3.072455 -3.808190
O -0.837789 -1.192304 -2.632051
O -0.851318 -1.211268 -4.990634
O -2.904761 -0.947026 -3.937128
S 1.108200 4.275728 -2.183479
O 1.650761 3.326355 -1.234228
O -0.213166 4.741639 -1.802254
O 2.041621 5.438166 -2.298116
O 1.055960 3.510708 -3.430639
O 2.393335 1.391168 3.648339
H 2.505542 2.137665 4.236876
H 2.938330 0.702028 4.028211
O -2.029825 2.190623 1.506535
H -2.147816 2.998174 1.006347
H -2.909629 1.964507 1.808272
O 3.406879 -1.942019 0.429025
H 3.991291 -2.179820 -0.290795
H 3.495203 -2.659199 1.056792

Atomic forces in eV per Å
Zn -0.224 0.031 -0.272
S -1.695 2.790 0.148
O 1.283 1.748 -0.677
O 2.426 -3.685 4.022
O -0.818 0.241 0.480
O -1.202 -1.348 -3.517
S -1.840 0.896 0.482
O 0.138 -1.655 0.010
O 0.154 0.147 0.061
O 1.424 0.348 -1.382
O 0.103 0.120 0.487
S 0.524 1.114 -1.210
O 1.005 -1.292 2.516
O -1.259 0.597 0.516
O -0.001 -0.034 -0.057
O -0.148 -0.029 -1.579
O 0.003 0.074 -0.022
H -0.051 0.265 0.068
H 0.051 -0.326 -0.031
O 0.092 0.110 0.378
H 0.219 0.200 -0.433
H -0.167 -0.328 -0.002
O 0.249 0.225 0.147
H -0.001 0.009 -0.324
H -0.265 -0.218 0.193

Calculated values
charge: -4
electronic energy: -4105.6150 hartree
energy above the lowest of the compared OMol25 structures with the same formula, charge and spin: 189.0 kcal per mole

Atomic partial charges in e from the Löwdin method, atoms 1 to 6:
1. Zn 0.602
2. S 0.019
3. O -0.385
4. O -0.427
5. O -0.419
6. O -0.358

6.
The following is a DFT calculation (the ωB97M-V functional and the def2-TZVPD basis) of a cluster of 3 separate species, H6O2S2 in total in a non-equilibrium geometry.

Atoms and positions in Å:
S -1.806486 0.281543 0.565587
S -0.171256 1.527245 0.545903
H -1.551137 -0.549473 1.593600
H 0.060275 1.157688 1.879465
H 2.482796 -0.367144 -0.170608
H 2.616254 -1.920569 -0.698900
O 2.875007 -1.281377 -0.047973
H -0.323529 -1.280213 -1.888505
H 0.565300 -2.282577 -2.696839
O 0.599232 -1.680914 -1.927283

Atomic forces in eV per Å
S -1.366 -0.563 -0.415
S 0.873 -0.520 1.909
H 0.399 0.150 -0.239
H 0.173 0.899 -1.333
H 0.351 -2.230 -0.421
H -0.784 0.336 -0.701
O 0.402 1.966 1.238
H 1.766 -0.771 0.040
H -0.028 0.471 0.538
O -1.787 0.262 -0.617

Calculated values
electronic energy: -950.4134 hartree
SMILES string: SS.O.O
energy above the lowest of the compared OMol25 structures with the same formula, charge and spin: 16.6 kcal per mole

Atomic partial charges in e from the Löwdin method, atoms 1 to 6:
1. S 0.194
2. S 0.199
3. H -0.187
4. H -0.147
5. H 0.043
6. H -0.008

7.
The following is a DFT calculation (the ωB97M-V functional and the def2-TZVPD basis) of a structure of composition H6O2Si2 in a non-equilibrium geometry.

Atoms and positions in Å:
O 2.677182 -0.249843 0.277453
Si 1.039864 -0.296487 -0.438343
O -0.114152 -0.344196 0.885959
Si -1.735918 0.108759 0.377024
H 2.828719 0.677851 0.624210
H 1.011930 -1.482380 -1.310436
H 0.943592 0.871513 -1.302865
H -1.858566 0.452662 -1.032989
H -2.614365 -1.024560 0.762326
H -2.178286 1.286680 1.157660

Atomic forces in eV per Å
O -2.619 1.527 -0.614
Si 2.015 -0.442 3.066
O -0.402 0.922 -3.455
Si 1.175 -0.683 1.957
H -0.147 -1.651 -0.523
H -0.147 -0.113 0.308
H -0.379 0.459 0.055
H 0.222 -0.104 -0.454
H 0.113 0.114 -0.267
H 0.171 -0.029 -0.073

Calculated values
electronic energy: -733.1329 hartree
energy above the lowest of the compared OMol25 structures with the same formula, charge and spin: 0.0 kcal per mole

Atomic partial charges in e from the Löwdin method, atoms 1 to 6:
1. O -0.290
2. Si 0.489
3. O -0.508
4. Si 0.541
5. H 0.050
6. H -0.026

8.
The following is a DFT calculation (the ωB97M-V functional and the def2-TZVPD basis) of a structure of composition H6O3 in a non-equilibrium geometry.

Atoms and positions in Å:
O -0.272236 -0.366270 -0.199903
H 0.677329 -0.486514 -0.190028
H -0.482978 -0.195474 -1.117860
O 1.594261 0.133455 -0.336263
H 1.227160 1.010735 -0.445161
H 2.425115 0.160372 -0.810793
O -1.891541 0.046987 1.359797
H -0.970619 -0.176747 1.225358
H -2.306490 -0.126544 0.514853

Atomic forces in eV per Å
O -6.265 -1.855 -1.010
H -1.290 -2.573 0.121
H -0.340 -0.161 -0.084
O 9.361 4.095 -1.066
H -0.241 0.236 0.231
H 0.826 -0.263 -0.007
O -1.862 0.604 2.059
H -0.431 0.014 -0.300
H 0.241 -0.096 0.056

Calculated values
electronic energy: -229.1978 hartree
energy above the lowest of the compared OMol25 structures with the same formula, charge and spin: 79.9 kcal per mole

Atomic partial charges in e from the Löwdin method, atoms 1 to 6:
1. O -0.099
2. H -0.190
3. H 0.071
4. O 0.091
5. H 0.124
6. H 0.114

9.
The following is a DFT calculation (the ωB97M-V functional and the def2-TZVPD basis) of a cluster of 3 separate species, H6O3 in total.

Atoms and positions in Å:
O 2.301577 2.507854 -3.258274
H 1.841984 2.228266 -2.466532
H 1.678154 3.077236 -3.709240
O 0.076248 0.679270 0.265618
H -0.232637 -0.132012 0.668898
H -0.480349 1.361234 0.641606
O -1.960017 -2.985166 2.435934
H -1.442193 -2.842579 3.228249
H -1.782768 -3.894103 2.193742

Atomic forces in eV per Å
O 0.217 -0.014 -0.094
H -0.103 -0.156 0.263
H -0.126 0.139 -0.143
O 0.203 0.097 -0.177
H -0.082 -0.280 0.071
H -0.133 0.184 0.086
O -0.098 0.207 -0.125
H 0.109 0.059 0.227
H 0.013 -0.237 -0.108

Calculated values
electronic energy: -229.3038 hartree
SMILES string: O.O.O
energy above the lowest of the compared OMol25 structures with the same formula, charge and spin: 13.3 kcal per mole

Atomic partial charges in e from the Löwdin method, atoms 1 to 6:
1. O -0.053
2. H 0.024
3. H 0.027
4. O -0.053
5. H 0.025
6. H 0.028

10.
The following is a DFT calculation (the ωB97M-V functional and the def2-TZVPD basis) of a cluster of 3 separate species, H6O3 in total.

Atoms and positions in Å:
O -2.445280 0.051084 -0.406552
H -1.663238 0.274990 0.127348
H -2.951416 -0.552908 0.142954
O -0.056194 0.394726 1.137332
H 0.685743 -0.053351 0.704011
H 0.323647 1.177194 1.546230
O 2.014705 -0.386784 -0.695317
H 1.773802 -1.161925 -1.213334
H 2.318231 0.256970 -1.342670

Atomic forces in eV per Å
O 0.083 0.039 0.020
H -0.077 -0.062 -0.045
H 0.001 0.013 0.007
O -0.005 -0.069 0.175
H 0.005 0.188 -0.171
H -0.035 -0.002 -0.005
O 0.094 -0.165 -0.040
H -0.014 -0.003 0.015
H -0.052 0.061 0.043

Calculated values
electronic energy: -229.3174 hartree
SMILES string: O.O.O
energy above the lowest of the compared OMol25 structures with the same formula, charge and spin: 4.8 kcal per mole

Atomic partial charges in e from the Löwdin method, atoms 1 to 6:
1. O -0.083
2. H -0.017
3. H 0.025
4. O -0.059
5. H 0.010
6. H 0.052

Asked for orbital gap across the records above, the calculation gives 10.59; 8.35; 13.10; 9.08; 2.11; 8.89; 11.84; 9.82; 12.01; 11.19 eV in order.
Asked for LUMO across the records above, the calculation gives 0.983; -0.092; -4.013; -4.106; 5.485; 0.112; 0.726; 0.148; 0.663; 0.560 eV in order.
Asked for HOMO across the records above, the calculation gives -9.605; -8.439; -17.117; -13.185; 3.370; -8.778; -11.115; -9.675; -11.347; -10.633 eV in order.